[1]
{"formula": "C51H50F4O3", "method": "wB97M-V/def2-TZVPD", "species": ["C", "O", "C", "O", "O", "C", "H", "H", "H", "H", "H", "H", "F", "C", "C", "C", "C", "C", "C", "H", "H", "H", "H", "H", "F", "C", "C", "C", "C", "C", "C", "H", "H", "H", "H", "H", "F", "C", "C", "C", "C", "C", "C", "H", "H", "H", "H", "H", "F", "C", "C", "C", "C", "C", "C", "H", "H", "H", "H", "H", "C", "C", "C", "C", "C", "C", "H", "H", "H", "H", "H", "H", "C", "C", "C", "C", "C", "C", "H", "H", "H", "H", "H", "H", "C", "C", "C", "C", "C", "C", "H", "H", "H", "H", "H", "H", "C", "C", "C", "C", "C", "C", "H", "H", "H", "H", "H", "H"], "positions_angstrom": [[39.01, -17.00, 7.96], [39.61, -17.68, 6.90], [40.88, -17.41, 6.68], [41.69, -16.76, 7.41], [41.27, -18.02, 5.55], [42.52, -17.85, 4.98], [39.25, -17.49, 8.90], [37.94, -17.17, 7.83], [39.32, -15.96, 8.02], [42.81, -16.80, 4.88], [42.68, -18.38, 4.05], [43.24, -18.29, 5.66], [34.40, -20.32, 14.98], [34.49, -20.29, 13.65], [33.60, -20.91, 12.77], [33.54, -20.63, 11.40], [34.46, -19.70, 10.93], [35.38, -19.09, 11.81], [35.43, -19.39, 13.12], [32.99, -21.71, 13.18], [32.91, -21.17, 10.71], [34.49, -19.33, 9.92], [36.00, -18.30, 11.41], [36.20, -18.91, 13.71], [35.32, -14.67, 10.56], [35.08, -13.40, 10.42], [34.71, -12.72, 11.58], [34.40, -11.37, 11.62], [34.56, -10.62, 10.46], [34.91, -11.24, 9.25], [35.10, -12.63, 9.25], [34.63, -13.26, 12.51], [34.13, -10.93, 12.57], [34.23, -9.60, 10.57], [34.69, -10.75, 8.31], [35.22, -13.09, 8.28], [33.11, -17.85, 8.20], [34.02, -17.15, 7.51], [34.05, -17.13, 6.18], [35.00, -16.40, 5.50], [35.90, -15.61, 6.22], [35.93, -15.67, 7.62], [34.97, -16.47, 8.30], [33.36, -17.81, 5.70], [35.08, -16.34, 4.43], [36.65, -15.13, 5.61], [36.69, -15.15, 8.18], [34.91, -16.55, 9.38], [29.54, -20.41, 1.15], [30.58, -20.01, 1.97], [30.86, -20.71, 3.15], [31.91, -20.34, 3.95], [32.71, -19.25, 3.58], [32.47, -18.53, 2.41], [31.39, -18.96, 1.62], [30.33, -21.58, 3.51], [32.09, -21.01, 4.77], [33.60, -19.10, 4.17], [33.16, -17.79, 2.04], [31.22, -18.47, 0.67], [33.71, -12.77, 5.79], [32.60, -12.04, 5.55], [32.67, -10.71, 5.09], [33.92, -10.19, 4.78], [35.04, -10.95, 4.95], [34.93, -12.22, 5.49], [33.68, -13.78, 6.19], [31.68, -12.53, 5.81], [31.75, -10.17, 4.92], [34.04, -9.16, 4.47], [36.03, -10.56, 4.75], [35.84, -12.76, 5.74], [32.14, -22.56, 7.24], [32.27, -21.24, 7.73], [31.21, -20.61, 8.36], [29.98, -21.32, 8.42], [29.88, -22.58, 7.87], [30.91, -23.21, 7.19], [33.03, -22.92, 6.74], [33.25, -20.79, 7.74], [31.30, -19.58, 8.68], [29.14, -20.79, 8.86], [28.94, -23.11, 7.82], [30.75, -24.18, 6.76], [33.87, -15.81, -0.44], [34.80, -15.38, 0.48], [34.40, -15.00, 1.79], [33.07, -15.08, 2.18], [32.13, -15.53, 1.25], [32.55, -15.90, -0.05], [34.15, -16.12, -1.43], [35.83, -15.25, 0.18], [35.06, -14.56, 2.52], [32.84, -14.79, 3.20], [31.08, -15.53, 1.51], [31.80, -16.20, -0.77], [40.13, -13.36, 3.41], [38.93, -12.79, 3.08], [37.77, -13.55, 2.96], [37.79, -14.95, 3.23], [38.99, -15.54, 3.61], [40.11, -14.74, 3.64], [41.04, -12.79, 3.39], [38.83, -11.75, 2.81], [36.84, -13.10, 2.66], [36.85, -15.44, 2.99], [39.04, -16.61, 3.74], [41.11, -15.14, 3.72]], "homo_ev": [-0.108, -4.794], "charge": -1, "spin_multiplicity": 2, "orbital_gap_ha": [0.0941, 0.2656]}

=====

[2]
{"formula": "C51H50F5Ge2NPtS5", "method": "wB97M-V/def2-TZVPD", "species": ["Pt", "C", "C", "C", "C", "C", "C", "C", "C", "C", "C", "C", "C", "C", "C", "C", "Ge", "S", "S", "Ge", "S", "S", "C", "C", "C", "C", "C", "C", "C", "C", "C", "C", "C", "C", "C", "C", "C", "C", "C", "C", "C", "C", "C", "C", "C", "C", "C", "C", "C", "C", "C", "C", "C", "C", "C", "H", "H", "H", "H", "H", "H", "H", "H", "H", "H", "H", "H", "H", "H", "H", "H", "H", "H", "H", "H", "H", "H", "H", "H", "H", "H", "H", "H", "H", "H", "H", "H", "H", "H", "H", "H", "H", "H", "H", "H", "H", "H", "H", "H", "H", "H", "H", "H", "H", "H", "S", "C", "N", "F", "C", "F", "C", "F", "F", "F"], "positions_angstrom": [[-0.09, 3.04, -0.05], [1.09, -4.87, -4.60], [1.66, -4.00, -3.52], [1.38, -4.23, -2.18], [1.95, -3.47, -1.18], [1.61, -3.74, 0.26], [2.84, -2.44, -1.52], [3.12, -2.17, -2.86], [4.05, -1.07, -3.27], [2.51, -2.95, -3.84], [3.58, -1.75, -0.42], [4.81, -2.29, -0.04], [5.53, -1.73, 1.01], [5.03, -0.61, 1.66], [3.82, -0.04, 1.28], [3.10, -0.62, 0.24], [1.46, 0.23, -0.33], [1.75, 2.26, -1.19], [-0.10, 0.66, 1.23], [-1.45, 0.17, -0.53], [-1.73, 2.16, -1.42], [0.10, -0.93, -1.66], [-3.15, -0.69, -0.14], [-3.84, -0.45, 1.06], [-5.10, -1.01, 1.23], [-5.66, -1.80, 0.24], [-4.97, -2.04, -0.94], [-3.71, -1.49, -1.13], [-2.96, -1.74, -2.40], [-3.11, -0.89, -3.50], [-4.01, 0.31, -3.48], [-2.42, -1.18, -4.67], [-1.59, -2.29, -4.77], [-0.83, -2.58, -6.03], [-1.46, -3.12, -3.67], [-2.13, -2.87, -2.48], [-1.95, -3.78, -1.30], [-3.25, 0.37, 2.16], [-2.47, -0.26, 3.14], [-2.11, -1.72, 3.08], [-1.97, 0.51, 4.19], [-2.23, 1.87, 4.29], [-1.71, 2.66, 5.46], [-3.00, 2.47, 3.30], [-3.53, 1.74, 2.25], [-4.43, 2.41, 1.25], [3.35, 1.18, 1.99], [2.51, 1.08, 3.10], [1.96, -0.24, 3.58], [2.21, 2.23, 3.83], [2.73, 3.47, 3.48], [2.44, 4.69, 4.30], [3.55, 3.55, 2.36], [3.88, 2.43, 1.62], [4.84, 2.55, 0.46], [0.36, -5.57, -4.20], [1.88, -5.46, -5.08], [0.61, -4.28, -5.38], [0.71, -5.04, -1.92], [0.92, -4.58, 0.34], [1.14, -2.87, 0.73], [2.50, -3.98, 0.84], [4.35, -0.44, -2.43], [3.58, -0.43, -4.02], [4.96, -1.48, -3.72], [2.73, -2.74, -4.88], [5.18, -3.17, -0.55], [6.47, -2.16, 1.31], [5.58, -0.16, 2.48], [-5.63, -0.83, 2.15], [-6.64, -2.24, 0.39], [-5.39, -2.66, -1.72], [-4.46, 0.48, -2.50], [-4.83, 0.20, -4.20], [-3.46, 1.21, -3.76], [-2.53, -0.52, -5.52], [-1.20, -1.98, -6.86], [-0.91, -3.63, -6.31], [0.23, -2.36, -5.91], [-0.81, -3.99, -3.72], [-1.31, -4.62, -1.56], [-2.91, -4.17, -0.95], [-1.50, -3.25, -0.46], [-2.61, -2.24, 2.27], [-2.38, -2.21, 4.02], [-1.04, -1.84, 2.95], [-1.36, 0.02, 4.94], [-0.77, 2.25, 5.82], [-2.43, 2.63, 6.28], [-1.56, 3.70, 5.19], [-3.20, 3.53, 3.36], [-4.38, 3.49, 1.36], [-5.47, 2.10, 1.39], [-4.16, 2.16, 0.22], [2.20, -1.06, 2.91], [0.87, -0.18, 3.67], [2.35, -0.48, 4.57], [1.56, 2.15, 4.69], [1.73, 4.48, 5.10], [2.02, 5.49, 3.68], [3.36, 5.07, 4.75], [3.95, 4.51, 2.07], [4.97, 3.59, 0.18], [4.49, 2.00, -0.41], [5.81, 2.13, 0.73], [-0.66, 5.92, 3.34], [-0.11, 4.71, 2.45], [0.31, 3.82, 1.80], [0.62, 4.69, -2.28], [0.05, 4.82, -1.05], [0.83, 5.69, -0.33], [-1.32, 5.54, -1.25], [-1.14, 6.84, -1.48], [-2.08, 5.41, -0.15], [-1.98, 5.03, -2.28]], "homo_ev": -8.047, "orbital_gap_ha": 0.2098}

=====

[3]
{"formula": "C51H50F6N2O", "method": "wB97M-V/def2-TZVPD", "species": ["C", "C", "C", "C", "C", "C", "C", "C", "C", "N", "C", "C", "C", "C", "O", "N", "C", "C", "H", "H", "H", "H", "H", "H", "H", "H", "H", "H", "H", "H", "H", "H", "H", "H", "H", "H", "H", "H", "F", "C", "C", "C", "C", "C", "C", "H", "H", "H", "H", "H", "F", "C", "C", "C", "C", "C", "C", "H", "H", "H", "H", "H", "F", "C", "C", "C", "C", "C", "C", "H", "H", "H", "H", "H", "F", "C", "C", "C", "C", "C", "C", "H", "H", "H", "H", "H", "F", "C", "C", "C", "C", "C", "C", "H", "H", "H", "H", "H", "F", "C", "C", "C", "C", "C", "C", "H", "H", "H", "H", "H"], "positions_angstrom": [[2.17, 0.54, 1.23], [0.89, 0.28, 2.02], [-0.10, 1.40, 1.61], [0.21, -1.07, 1.72], [1.14, -2.30, 1.57], [1.20, -2.89, 0.18], [0.42, -4.02, -0.16], [0.46, -4.53, -1.43], [1.27, -3.95, -2.43], [1.25, -4.48, -3.69], [2.01, -3.86, -4.54], [2.83, -2.74, -4.23], [3.69, -2.13, -5.31], [4.73, -1.18, -4.74], [4.14, 0.05, -4.36], [2.87, -2.23, -3.03], [2.06, -2.84, -2.10], [2.01, -2.33, -0.79], [2.96, -0.17, 1.45], [2.49, 1.57, 1.37], [1.91, 0.45, 0.18], [1.03, 0.39, 3.09], [-0.38, 1.21, 0.57], [0.40, 2.36, 1.61], [-1.00, 1.41, 2.22], [-0.43, -1.27, 2.57], [-0.45, -0.99, 0.85], [0.74, -3.08, 2.22], [2.15, -2.09, 1.91], [-0.21, -4.48, 0.58], [-0.13, -5.39, -1.68], [2.01, -4.22, -5.57], [3.07, -1.53, -5.98], [4.22, -2.92, -5.84], [5.44, -0.96, -5.54], [5.29, -1.65, -3.93], [4.16, 0.10, -3.40], [2.64, -1.49, -0.55], [4.64, 2.14, 2.38], [5.68, 1.29, 2.52], [5.96, 0.40, 1.51], [7.03, -0.47, 1.66], [7.80, -0.44, 2.81], [7.50, 0.47, 3.82], [6.43, 1.34, 3.68], [5.35, 0.39, 0.62], [7.27, -1.17, 0.87], [8.63, -1.12, 2.93], [8.09, 0.49, 4.73], [6.18, 2.06, 4.45], [1.39, 4.26, -0.01], [1.11, 5.27, 0.84], [0.03, 6.09, 0.58], [-0.25, 7.12, 1.46], [0.55, 7.33, 2.58], [1.64, 6.49, 2.82], [1.92, 5.45, 1.95], [-0.58, 5.91, -0.29], [-1.10, 7.77, 1.28], [0.33, 8.13, 3.26], [2.26, 6.65, 3.68], [2.75, 4.78, 2.12], [-1.61, -6.15, 2.45], [-2.40, -6.93, 1.68], [-3.72, -7.08, 2.02], [-4.53, -7.88, 1.22], [-4.00, -8.51, 0.10], [-2.66, -8.34, -0.22], [-1.85, -7.54, 0.57], [-4.11, -6.59, 2.90], [-5.57, -8.01, 1.47], [-4.64, -9.13, -0.51], [-2.24, -8.83, -1.09], [-0.81, -7.38, 0.33], [-2.96, 7.96, -0.16], [-3.67, 7.21, -1.03], [-4.99, 6.95, -0.77], [-5.72, 6.19, -1.67], [-5.10, 5.69, -2.81], [-3.76, 5.96, -3.05], [-3.03, 6.73, -2.16], [-5.45, 7.35, 0.13], [-6.76, 5.98, -1.48], [-5.67, 5.09, -3.51], [-3.28, 5.56, -3.94], [-1.99, 6.96, -2.33], [-1.32, -9.20, -2.97], [-2.06, -9.96, -3.81], [-3.41, -10.14, -3.55], [-4.15, -10.92, -4.42], [-3.55, -11.51, -5.52], [-2.19, -11.32, -5.76], [-1.44, -10.53, -4.90], [-3.86, -9.68, -2.69], [-5.21, -11.07, -4.24], [-4.13, -12.13, -6.20], [-1.72, -11.78, -6.61], [-0.39, -10.36, -5.06], [-0.41, 9.60, 5.10], [-1.71, 9.96, 4.95], [-2.50, 10.08, 6.08], [-3.82, 10.46, 5.92], [-4.34, 10.69, 4.66], [-3.53, 10.55, 3.54], [-2.20, 10.19, 3.68], [-2.07, 9.89, 7.06], [-4.45, 10.57, 6.80], [-5.38, 10.98, 4.54], [-3.93, 10.73, 2.55], [-1.55, 10.08, 2.83]], "homo_ev": -8.727, "orbital_gap_ha": 0.3268}

=====

[4]
{"formula": "C51H52Ge2MoN4SSb", "method": "wB97M-V/def2-TZVPD", "species": ["Mo", "C", "N", "C", "C", "C", "C", "C", "C", "N", "C", "C", "C", "C", "C", "C", "N", "C", "C", "C", "C", "C", "N", "H", "H", "H", "H", "H", "H", "H", "H", "H", "H", "H", "H", "H", "H", "H", "H", "H", "H", "C", "Ge", "C", "C", "Ge", "C", "C", "C", "C", "C", "C", "C", "C", "C", "C", "C", "C", "H", "H", "H", "H", "H", "H", "H", "H", "H", "H", "H", "H", "H", "H", "H", "H", "H", "H", "H", "S", "Sb", "C", "C", "C", "C", "C", "C", "C", "C", "C", "C", "C", "C", "C", "C", "C", "C", "C", "C", "H", "H", "H", "H", "H", "H", "H", "H", "H", "H", "H", "H", "H", "H", "H"], "positions_angstrom": [[-0.30, -0.43, 0.36], [0.56, -1.81, 2.88], [-0.62, -0.95, 2.56], [-1.90, -1.68, 2.75], [-2.31, -2.39, 1.49], [-3.19, -3.45, 1.48], [-3.55, -4.01, 0.26], [-3.01, -3.50, -0.91], [-2.14, -2.43, -0.82], [-1.81, -1.87, 0.36], [-0.54, 0.23, 3.44], [0.24, 1.32, 2.76], [0.79, 2.36, 3.49], [1.40, 3.41, 2.82], [1.40, 3.39, 1.43], [0.84, 2.33, 0.77], [0.28, 1.26, 1.41], [0.83, -2.83, 1.81], [1.16, -4.14, 2.08], [1.43, -5.00, 1.02], [1.36, -4.51, -0.27], [1.02, -3.18, -0.47], [0.76, -2.34, 0.55], [0.43, -2.29, 3.85], [1.44, -1.16, 2.93], [-2.68, -0.96, 2.97], [-1.85, -2.37, 3.60], [-3.58, -3.84, 2.41], [-4.25, -4.84, 0.22], [-3.26, -3.91, -1.88], [-1.70, -1.98, -1.71], [-0.12, -0.02, 4.41], [-1.55, 0.62, 3.62], [0.73, 2.34, 4.57], [1.85, 4.23, 3.37], [1.83, 4.20, 0.86], [0.82, 2.30, -0.31], [1.23, -4.48, 3.10], [1.67, -6.04, 1.21], [1.56, -5.14, -1.13], [0.95, -2.78, -1.47], [-2.43, 4.22, 1.91], [-2.93, 3.85, 0.04], [-4.86, 3.77, -0.26], [-1.87, 4.95, -1.21], [-2.38, 1.07, -0.57], [-3.09, 1.05, -2.43], [-3.25, 2.24, -3.13], [-3.98, 2.27, -4.32], [-4.52, 1.10, -4.82], [-4.35, -0.09, -4.14], [-3.63, -0.13, -2.96], [-3.95, 0.66, 0.57], [-5.16, 0.17, 0.06], [-6.26, 0.03, 0.90], [-6.17, 0.38, 2.24], [-4.98, 0.88, 2.76], [-3.89, 1.01, 1.92], [-2.57, 5.30, 2.02], [-1.39, 3.99, 2.14], [-3.09, 3.73, 2.62], [-5.21, 4.80, -0.21], [-5.36, 3.19, 0.51], [-5.11, 3.35, -1.24], [-1.36, 5.72, -0.63], [-2.56, 5.43, -1.90], [-1.12, 4.40, -1.78], [-2.80, 3.16, -2.77], [-4.11, 3.21, -4.84], [-5.07, 1.12, -5.76], [-4.78, -1.00, -4.53], [-3.51, -1.07, -2.44], [-5.25, -0.08, -0.98], [-7.19, -0.34, 0.50], [-7.04, 0.30, 2.88], [-4.92, 1.16, 3.80], [-2.97, 1.46, 2.30], [0.95, -0.03, -1.54], [3.32, -0.61, -1.16], [3.88, -2.20, -2.48], [3.33, -2.21, -3.76], [3.80, -3.14, -4.67], [4.79, -4.04, -4.29], [5.34, -4.00, -3.01], [4.88, -3.07, -2.09], [3.75, -0.85, 0.92], [4.22, -2.05, 1.44], [4.72, -2.08, 2.74], [4.74, -0.92, 3.51], [4.23, 0.27, 2.99], [3.74, 0.31, 1.69], [4.27, 1.23, -1.64], [5.46, 1.51, -0.98], [6.19, 2.62, -1.39], [5.75, 3.40, -2.44], [4.55, 3.10, -3.09], [3.80, 2.01, -2.69], [2.57, -1.50, -4.05], [3.40, -3.17, -5.67], [5.15, -4.77, -5.00], [6.13, -4.69, -2.73], [5.34, -3.02, -1.11], [4.22, -2.96, 0.85], [5.12, -3.00, 3.14], [5.16, -0.94, 4.50], [4.25, 1.17, 3.59], [3.42, 1.25, 1.27], [5.83, 0.89, -0.17], [7.13, 2.85, -0.89], [6.33, 4.26, -2.76], [4.22, 3.71, -3.92], [2.87, 1.77, -3.20]], "homo_ev": [-17.361, -17.579], "charge": 4, "spin_multiplicity": 4, "orbital_gap_ha": [0.2048, 0.1976]}